A structure of composition C35H45AsN5O2PtS2, computed with the ωB97M-V functional and the def2-TZVPD basis.

```
! wB97M-V def2-TZVPD RIJCOSX def2/J DEFGRID3
* xyz 1 5
Pt -0.62236 -0.29512 -0.10741
C 3.63503 -2.00395 4.41579
C 2.70387 -2.89427 3.60562
N 2.56360 -2.45686 2.20730
C 3.51494 -2.99970 1.22756
C 4.73894 -2.12425 1.00321
C 1.66675 -1.51520 1.90331
S 1.62609 -0.95003 0.23862
N 0.98038 -0.99059 2.90681
C -0.22968 -0.46248 2.91092
O -1.13113 -0.61595 2.03349
C -0.58627 0.35507 4.10657
C -1.82462 0.99059 4.15277
C -2.15134 1.79870 5.22998
C -1.24368 1.97507 6.26593
C -0.01078 1.33703 6.22736
C 0.31696 0.52677 5.15259
H 3.63764 -2.32576 5.45723
H 3.29899 -0.96831 4.37526
H 4.65867 -2.05010 4.04765
H 1.71377 -2.91043 4.05421
H 3.07539 -3.91813 3.57743
H 2.98554 -3.15607 0.28798
H 3.81203 -3.97953 1.59962
H 4.46137 -1.12794 0.66217
H 5.37193 -2.57416 0.23791
H 5.33260 -2.01976 1.90976
H -2.52230 0.84011 3.33983
H -3.11487 2.28973 5.26502
H -1.49877 2.60658 7.10675
H 0.69338 1.46901 7.03807
H 1.27136 0.02020 5.11314
C -1.71528 3.87327 -3.51846
C -3.05375 3.15792 -3.43782
N -3.19187 2.39346 -2.18507
C -4.11356 2.92250 -1.17021
C -3.82434 4.36264 -0.78129
C -2.63044 1.19553 -2.12128
S -2.78473 0.23350 -0.63874
N -2.06166 0.67993 -3.19142
C -0.90723 0.01383 -3.22906
O -0.04634 -0.00054 -2.31360
C -0.60513 -0.71420 -4.49067
C 0.68669 -1.18789 -4.70832
C 0.97927 -1.89303 -5.86386
C -0.01901 -2.13779 -6.79810
C -1.30779 -1.66824 -6.58335
C -1.60029 -0.94888 -5.43562
H -1.65322 4.45014 -4.44069
H -0.89893 3.15024 -3.51679
H -1.58045 4.55614 -2.67908
H -3.16741 2.46107 -4.26635
H -3.88274 3.86252 -3.47115
H -4.04898 2.28751 -0.28968
H -5.12891 2.82936 -1.56542
H -2.83278 4.47166 -0.34226
H -4.55756 4.67370 -0.03774
H -3.90707 5.04663 -1.62477
H 1.45283 -0.98751 -3.97080
H 1.98528 -2.25020 -6.03923
H 0.20970 -2.69167 -7.69913
H -2.08253 -1.85749 -7.31421
H -2.59694 -0.56529 -5.26412
C -0.75875 2.74946 0.61742
C 0.62294 2.58230 0.65206
C 1.31477 2.38306 1.87953
C 2.66172 2.13164 1.89381
C 3.38113 2.09215 0.69009
C 2.73624 2.34158 -0.53053
C 1.38809 2.58212 -0.55142
C 4.77392 1.76057 0.71249
N 5.89247 1.49322 0.74109
H -1.24933 3.00486 -0.31103
H -1.34014 2.71160 1.52945
H 0.75965 2.42315 2.80844
H 3.17924 1.96158 2.82878
H 3.30705 2.32291 -1.44903
H 0.88190 2.74738 -1.49423
C 0.14633 -3.56403 -1.78460
As -1.11667 -2.79072 -0.53664
C -2.84345 -3.30010 -1.25080
C -0.93914 -3.84382 1.07300
H -0.35301 -4.30039 -2.41234
H 0.95085 -4.03840 -1.22567
H 0.55824 -2.76976 -2.40342
H -2.87879 -4.38072 -1.38360
H -2.98697 -2.80694 -2.21156
H -3.62917 -2.98467 -0.56692
H -1.10547 -4.89641 0.84657
H -1.65950 -3.49443 1.80954
H 0.06757 -3.70627 1.46536
*
```

**Electronic energy**: -134320.125 eV
**ΔE to the lowest compared entry with this formula, charge and spin**: 0.1833 eV
**Kohn-Sham gap (spin up / spin down)**: 7.22 / 5.56 eV
**E_HOMO (spin up / spin down)**: -9.622 / -11.206 eV
**LUMO level (spin up / spin down)**: -2.4 / -5.6 eV

A cluster of 10 separate species, C30H66BF13N6O12 in total, computed with the ωB97M-V functional and the def2-TZVPD basis.

```
! wB97M-V def2-TZVPD RIJCOSX def2/J DEFGRID3
* xyz 2 1
C 0.07551 9.12409 -0.03057
C 0.46450 7.87048 -0.77470
O -0.20532 7.37521 -1.61480
N 1.58663 7.03952 -0.19199
H 2.23972 6.75673 -0.94317
H 2.19137 7.58741 0.43161
C 1.10378 5.85267 0.60636
H -0.38102 9.79927 -0.74953
H 0.90409 9.64833 0.44251
H -0.66126 8.80151 0.70547
H 1.94579 5.28327 0.98652
H 0.48242 5.27219 -0.06825
H 0.44093 6.24755 1.37249
C -0.25438 3.69679 -2.87734
C -1.72331 3.59624 -3.16689
O -2.42319 4.47885 -3.51620
N -2.36965 2.28304 -2.81158
H -1.91666 1.99113 -1.91112
H -3.32014 2.58408 -2.59208
C -2.16020 1.19494 -3.82775
H 0.04219 3.54631 -1.84381
H 0.04733 4.67359 -3.25043
H 0.20066 2.99437 -3.58558
H -2.83940 1.32592 -4.66789
H -2.47317 0.25636 -3.37421
H -1.13117 1.19534 -4.16388
C -4.32537 -1.31968 -0.79141
C -3.96455 -1.70853 0.58523
O -4.04511 -2.74253 1.11123
N -3.27515 -0.58363 1.34712
H -2.40208 -0.34573 0.83976
H -3.85811 0.24978 1.37412
C -3.07778 -0.92530 2.79301
H -4.83322 -0.34621 -0.83218
H -4.91457 -1.99572 -1.40402
H -3.42764 -1.13353 -1.39674
H -2.41174 -0.15690 3.18801
H -2.48688 -1.83255 2.87868
H -3.99866 -1.00139 3.35653
C 2.30342 -2.35807 -3.76181
C 0.94615 -2.08642 -4.34569
O 0.49420 -1.04607 -4.65811
N 0.19476 -3.34261 -4.67682
H 0.39104 -4.13117 -4.04572
H -0.78330 -3.21495 -4.33961
C 0.13201 -3.69636 -6.12675
H 2.78263 -3.09169 -4.41717
H 2.23499 -2.79123 -2.76542
H 2.85030 -1.42747 -3.87969
H 1.13448 -3.94392 -6.48734
H -0.18561 -2.79475 -6.63459
H -0.39147 -4.63757 -6.25237
C 5.97496 0.80574 -1.90721
C 6.06002 0.61651 -0.42991
O 6.50387 -0.31617 0.13111
N 5.51885 1.73331 0.46454
H 6.13937 1.64718 1.27768
H 5.54748 2.68146 0.07703
C 4.06755 1.43911 0.96370
H 6.18861 1.79857 -2.30341
H 4.99407 0.49010 -2.26560
H 6.74112 0.15709 -2.33008
H 3.77751 2.27125 1.59038
H 4.30032 0.54158 1.53717
H 3.53353 1.21543 0.04823
C -4.68738 5.18577 -0.54601
C -3.46363 4.55142 0.03034
O -2.34865 4.79189 -0.28955
N -3.63343 3.58685 1.16251
H -4.60739 3.30417 1.29677
H -3.11820 2.70090 0.92778
C -3.08063 4.15157 2.45564
H -5.32551 4.39178 -0.94812
H -4.32384 5.89411 -1.28446
H -5.34271 5.73594 0.13570
H -2.04960 3.82832 2.50937
H -3.55773 3.61494 3.27120
H -3.13185 5.23242 2.46092
C -0.50531 1.30481 0.32228
O -0.53919 -0.08339 0.59964
O -1.75067 1.63358 -0.11776
C 0.05289 1.94976 1.60331
F -0.91034 1.83336 2.54890
F 1.10880 1.28501 2.07522
F 0.36997 3.25578 1.46350
C -0.08524 -0.98374 -0.42893
C 0.36275 -2.23328 0.30167
H -0.44816 -2.83315 0.71307
H 1.00591 -2.86305 -0.31153
H 0.94381 -1.86555 1.15048
H 0.76768 -0.57226 -0.97474
H -0.97419 -1.21435 -1.02476
H 0.26779 1.45467 -0.46224
C -4.31105 -5.34811 3.34977
O -2.96357 -5.83301 3.17041
O -5.15903 -6.30966 3.25873
C -4.31972 -4.46658 4.62512
F -5.56964 -4.04729 4.88520
F -3.85182 -5.03802 5.73133
F -3.55649 -3.33715 4.40284
C -2.17160 -5.10005 2.28564
C -0.72991 -5.59774 2.31424
H -0.67711 -6.58311 1.85349
H -0.11385 -5.00584 1.62601
H -0.36846 -5.48848 3.33384
H -2.16663 -4.02845 2.53707
H -2.54194 -5.26713 1.26175
H -4.60582 -4.62369 2.55103
C 5.84910 -4.02306 4.41113
O 5.14419 -3.18719 3.44752
O 5.59813 -3.61434 5.59817
C 5.55114 -5.50126 4.10626
F 4.26690 -5.80726 4.23453
F 5.94400 -5.92141 2.86684
F 6.32550 -6.23948 4.92747
C 5.64385 -3.06034 2.14309
C 4.52352 -2.38034 1.37901
H 3.53786 -2.82950 1.48502
H 4.43721 -1.31266 1.60752
H 4.78696 -2.51804 0.31735
H 5.80680 -4.04099 1.68132
H 6.59757 -2.52014 2.05964
H 6.92969 -3.80345 4.24321
B -2.63723 -3.49111 -3.29947
F -2.37866 -4.11926 -4.52369
F -4.00503 -3.35410 -3.08111
F -2.05797 -4.22683 -2.26085
F -2.04894 -2.16536 -3.26468
*
```

**Electronic energy**: -101672.719 eV
**ΔE to the lowest compared entry with this formula, charge and spin**: 0.0000 eV
**Kohn-Sham gap**: 1.05 eV
**E_HOMO**: -7.849 eV
**LUMO level**: -6.8 eV

A structure of composition C6H7NO, computed with the ωB97M-V functional and the def2-TZVPD basis.

```
! wB97M-V def2-TZVPD RIJCOSX def2/J DEFGRID3
* xyz 0 1
C -0.93192 1.41227 0.77842
C -0.97720 1.33702 -0.52470
C -0.93778 -0.04216 1.26330
C 0.48364 -0.44419 1.19012
C 0.52498 -0.51272 -0.40402
C -0.91735 -0.10481 -0.74215
N -1.73395 -0.80275 0.56068
O -1.37525 -0.57522 -1.92835
H -0.80074 2.14622 1.42039
H -1.08236 2.07187 -1.43482
H 1.22407 0.31892 1.69126
H 0.55942 -1.42316 1.66258
H 1.31496 -0.07897 -0.92487
H 0.55038 -1.59053 -0.52047
H -2.00810 0.01143 -2.38372
*
```

**Electronic energy**: -9866.799 eV
**ΔE to the lowest compared entry with this formula, charge and spin**: 5.8585 eV
**Kohn-Sham gap (spin up / spin down)**: 7.45 / 7.19 eV
**E_HOMO (spin up / spin down)**: -7.700 / -7.500 eV
**LUMO level (spin up / spin down)**: -0.3 / -0.3 eV

A cluster of 2 separate species, CH3FO2 in total, computed with the ωB97M-V functional and the def2-TZVPD basis.

```
! wB97M-V def2-TZVPD RIJCOSX def2/J DEFGRID3
* xyz 0 1
O -2.14944 0.81671 0.14273
C -1.58505 -0.17351 0.40901
F -0.83690 -0.83392 -0.48996
H -1.56046 -0.72160 1.36082
O 2.01735 0.68492 -0.46694
H 2.22225 0.13942 -1.23040
H 1.89225 0.08798 0.27472
*
```

**Electronic energy**: -7897.887 eV
**ΔE to the lowest compared entry with this formula, charge and spin**: 0.3705 eV
**Kohn-Sham gap**: 12.35 eV
**E_HOMO**: -11.597 eV
**LUMO level**: 0.8 eV
**SMILES**: O=CF.O